A molecular structure, C34H54BEuN12S9. Source: OMol25; level of theory: ωB97M-V/def2-TZVPD.

Positions of all 111 atoms, in Å:
Eu -1.750 1.634 -0.013
C 4.458 1.819 -5.197
C 3.080 1.209 -4.939
C 2.063 2.331 -4.734
C 2.715 0.350 -6.152
N 3.138 0.397 -3.691
C 4.171 0.508 -2.762
C 3.773 -0.090 -1.633
N 2.491 -0.570 -1.817
B 1.566 -1.028 -0.643
N 2.339 -0.858 0.681
C 2.832 -1.881 1.462
C 3.383 -1.351 2.562
N 3.241 0.031 2.483
C 2.564 0.334 1.314
S 2.146 1.849 0.702
C 3.708 0.971 3.539
C 2.521 1.716 4.146
C 4.391 0.175 4.649
C 4.721 1.952 2.943
N 1.244 -2.539 -0.819
C 1.857 -3.380 -1.723
C 1.239 -4.570 -1.681
N 0.215 -4.479 -0.739
C 0.244 -3.213 -0.191
S -0.691 -2.585 1.075
C -0.670 -5.606 -0.355
C -2.141 -5.201 -0.478
C -0.342 -6.023 1.082
C -0.420 -6.786 -1.291
C 2.098 -0.282 -3.090
S 0.666 -0.844 -3.797
H 4.418 2.362 -6.141
H 5.229 1.049 -5.275
H 4.729 2.530 -4.415
H 2.033 2.988 -5.606
H 2.321 2.931 -3.859
H 1.063 1.930 -4.575
H 2.690 0.987 -7.040
H 1.741 -0.106 -6.018
H 3.455 -0.442 -6.302
H 5.108 0.985 -2.977
H 4.292 -0.205 -0.698
H 0.561 -0.367 -0.624
H 2.744 -2.915 1.173
H 3.856 -1.848 3.387
H 1.789 1.008 4.536
H 2.027 2.324 3.393
H 2.867 2.362 4.959
H 3.690 -0.511 5.130
H 4.749 0.877 5.402
H 5.251 -0.388 4.276
H 4.251 2.553 2.168
H 5.566 1.411 2.507
H 5.094 2.611 3.732
H 2.678 -3.050 -2.336
H 1.447 -5.463 -2.240
H -2.366 -4.375 0.191
H -2.775 -6.052 -0.211
H -2.369 -4.899 -1.503
H -0.504 -5.183 1.756
H 0.702 -6.338 1.153
H -0.984 -6.853 1.390
H -0.597 -6.508 -2.332
H -1.110 -7.588 -1.029
H 0.597 -7.171 -1.191
S 0.084 5.574 -2.362
C -0.527 4.252 -1.551
S -0.572 4.188 0.178
S -1.144 2.871 -2.404
N -4.149 1.862 -1.479
C -4.605 1.293 -2.752
C -5.177 -0.111 -2.583
C -4.250 -1.047 -1.808
C -2.852 -1.136 -2.430
N -1.830 -0.546 -1.550
H -4.912 1.876 -0.809
H -3.898 2.831 -1.643
H -3.744 1.285 -3.423
H -5.373 1.919 -3.221
H -5.367 -0.526 -3.580
H -6.139 -0.049 -2.063
H -4.710 -2.037 -1.746
H -4.141 -0.677 -0.789
H -2.818 -0.595 -3.378
H -2.604 -2.179 -2.654
H -0.975 -0.460 -2.102
H -1.620 -1.229 -0.819
S -0.710 1.111 2.552
C -1.791 -0.053 3.270
C -1.209 -0.790 4.357
N -0.689 -1.342 5.227
C -3.082 -0.284 2.907
S -3.915 0.552 1.618
C -3.863 -1.244 3.630
N -4.527 -1.987 4.211
S -4.108 4.075 0.701
C -3.552 4.237 2.297
N -2.648 5.182 2.598
C -2.083 5.335 3.936
C -2.178 4.026 4.698
C -3.616 3.541 4.663
N -4.119 3.536 3.291
H -2.091 5.473 1.801
H -2.633 6.122 4.465
H -1.043 5.647 3.837
H -1.845 4.154 5.729
H -1.542 3.288 4.210
H -4.246 4.198 5.274
H -3.692 2.530 5.062
H -4.590 2.702 2.964

Values from the calculation:
Charge: -2
HOMO energy (spin up / spin down) (eV): -2.2 / -2.2
E_tot (Ha): -6304.3331
Max |F| (eV Å⁻¹): 0.698
Spin multiplicity: 7